Entry 1:
The molecule C5H8O2. Source: the OMol25 dataset; level of theory: the ωB97M-V functional and the def2-TZVPD basis.

Each atom is followed by the atoms it is bonded to, with distances in Å.
Cartesian coordinates (Å):
1 O -2.18239 0.79289 -0.77770  C2 1.392, H8 0.977
2 C -1.43196 -0.05107 0.03620  O1 1.392, C3 1.504, H9 1.086, H10 1.103
3 C -0.00834 -0.36960 -0.32839  C2 1.504, C4 1.544, C7 1.510, H11 1.062
4 C 0.86682 -0.80614 0.86611  C3 1.544, C5 1.542, H12 1.093, H13 1.093
5 C 1.93624 0.16756 0.33102  C4 1.542, O6 1.200, C7 1.530
6 O 3.08906 0.39210 0.57735  C5 1.200
7 C 0.94973 0.73996 -0.68886  C3 1.510, C5 1.530, H14 1.085, H15 1.087
8 H -3.13650 0.69190 -0.59156  O1 0.977
9 H -1.40339 0.37050 1.03678  C2 1.086
10 H -1.95703 -1.02128 0.04263  C2 1.103
11 H 0.02705 -1.09642 -1.10189  C3 1.062
12 H 0.42091 -0.43122 1.79127  C4 1.093
13 H 1.11404 -1.86382 0.99222  C4 1.093
14 H 0.48017 1.68848 -0.44956  C7 1.085
15 H 1.23557 0.79616 -1.73561  C7 1.087

Charge: 0
Highest occupied orbital energy in eV: -9.67

Atomic partial charges in e from the natural (NBO) method, atoms 1 to 4: -0.73 -0.04 -0.24 -0.51

Entry 2:
A cluster of 23 separate species, C31H6Cl88N2O4 in total. Source: the OMol25 dataset; level of theory: the ωB97M-V functional and the def2-TZVPD basis.

Each atom is followed by the atoms it is bonded to, with distances in Å.
Cartesian coordinates (Å):
1 O -1.14327 -2.08993 -0.22974  N2 1.162
2 N -1.64034 -2.39469 0.77494  O1 1.162, O3 1.413
3 O -1.05342 -3.60199 1.21640  N2 1.413, C4 1.424
4 C -1.50404 -3.95877 2.51897  O3 1.424, N5 1.470, H16 1.091, H17 1.093
5 N -0.43789 -3.86327 3.52659  C4 1.470, C6 1.419, C14 1.424
6 C -0.51396 -2.84617 4.51272  N5 1.419, O7 1.197, C8 1.511
7 O -1.28724 -2.78528 5.42491  C6 1.197
8 C 0.62364 -1.89365 4.22843  C6 1.511, C9 1.365, C13 1.389
9 C 0.92683 -0.67398 4.76129  C8 1.365, C10 1.379, H18 1.095
10 C 2.05295 -0.03100 4.29213  C9 1.379, C11 1.375, H19 1.102
11 C 2.83694 -0.57377 3.30180  C10 1.375, C12 1.384, H20 1.102
12 C 2.54433 -1.81496 2.76283  C11 1.384, C13 1.354, H21 1.083
13 C 1.45059 -2.44262 3.25699  C8 1.389, C12 1.354, C14 1.519
14 C 0.86144 -3.80742 2.94626  N5 1.424, C13 1.519, O15 1.196
15 O 1.44606 -4.65017 2.33188  C14 1.196
16 H -2.42019 -3.44060 2.80636  C4 1.091
17 H -1.75680 -5.01919 2.43471  C4 1.093
18 H 0.29457 -0.26187 5.55400  C9 1.095
19 H 2.37554 0.93879 4.70449  C10 1.102
20 H 3.72877 -0.05379 2.91603  C11 1.102
21 H 3.14314 -2.29045 1.99525  C12 1.083
22 C -4.01278 0.28481 -1.57473  Cl23 1.769, Cl24 1.767, Cl25 1.766, Cl26 1.767
23 Cl -4.12521 -0.08419 0.15216  C22 1.769
24 Cl -4.90392 -0.93061 -2.49805  C22 1.767
25 Cl -4.70437 1.87871 -1.89291  C22 1.766
26 Cl -2.31635 0.27505 -2.06978  C22 1.767
27 C -3.66340 3.13467 -5.46363  Cl28 1.767, Cl29 1.776, Cl30 1.774, Cl31 1.765
28 Cl -4.10251 1.46491 -5.84054  C27 1.767
29 Cl -3.20033 3.97852 -6.95582  C27 1.776
30 Cl -5.05417 3.95029 -4.72317  C27 1.774
31 Cl -2.31049 3.14284 -4.32973  C27 1.765
32 C -8.82438 3.70937 -6.89964  Cl33 1.768, Cl34 1.769, Cl35 1.769, Cl36 1.764
33 Cl -9.10873 5.44967 -6.77555  C32 1.768
34 Cl -9.44816 2.90719 -5.45154  C32 1.769
35 Cl -9.65384 3.07654 -8.32861  C32 1.769
36 Cl -7.09270 3.40806 -7.04270  C32 1.764
37 C -5.93418 6.58621 -9.29809  Cl38 1.769, Cl39 1.768, Cl40 1.768, Cl41 1.769
38 Cl -7.22131 7.79923 -9.32759  C37 1.769
39 Cl -5.47497 6.25320 -7.62404  C37 1.768
40 Cl -6.50882 5.10147 -10.06645  C37 1.768
41 Cl -4.52872 7.19695 -10.18102  C37 1.769
42 C -8.96875 -0.69308 -1.55640  Cl43 1.768, Cl44 1.767, Cl45 1.768, Cl46 1.769
43 Cl -8.90385 0.45510 -2.89928  C42 1.768
44 Cl -7.90625 -0.14125 -0.25705  C42 1.767
45 Cl -10.62766 -0.80148 -0.95481  C42 1.768
46 Cl -8.44148 -2.28570 -2.11611  C42 1.769
47 C -2.27165 6.26347 -1.52542  Cl48 1.771, Cl49 1.766, Cl50 1.766, Cl51 1.770
48 Cl -2.48691 8.01355 -1.36423  C47 1.771
49 Cl -2.88656 5.45815 -0.07911  C47 1.766
50 Cl -3.14969 5.67522 -2.94065  C47 1.766
51 Cl -0.55278 5.89248 -1.72555  C47 1.770
52 C -5.72165 9.70331 -3.24465  Cl53 1.769, Cl54 1.767, Cl55 1.765, Cl56 1.770
53 Cl -6.32371 10.28081 -1.68469  C52 1.769
54 Cl -4.32780 10.67131 -3.73736  C52 1.767
55 Cl -5.21628 8.01860 -3.09815  C52 1.765
56 Cl -7.00307 9.83946 -4.45754  C52 1.770
57 C -1.28863 1.88888 8.13262  Cl58 1.767, Cl59 1.774, Cl60 1.765, Cl61 1.767
58 Cl -0.40147 3.05125 9.12449  C57 1.767
59 Cl -0.27011 1.36468 6.77796  C57 1.774
60 Cl -1.72046 0.48579 9.11307  C57 1.765
61 Cl -2.75533 2.64607 7.50308  C57 1.767
62 C 2.19564 -7.06325 5.17745  Cl63 1.763, Cl64 1.769, Cl65 1.769, Cl66 1.767
63 Cl 0.97765 -5.79024 5.22929  C62 1.763
64 Cl 2.58838 -7.59032 6.81958  C62 1.769
65 Cl 1.57911 -8.44613 4.26229  C62 1.769
66 Cl 3.64508 -6.42608 4.39199  C62 1.767
67 C 4.02715 -7.19672 -0.09694  Cl68 1.768, Cl69 1.771, Cl70 1.766, Cl71 1.770
68 Cl 4.05941 -6.84604 1.63614  C67 1.768
69 Cl 5.30561 -8.35613 -0.49407  C67 1.771
70 Cl 2.45475 -7.87476 -0.52823  C67 1.766
71 Cl 4.28706 -5.69991 -1.00495  C67 1.770
72 C 3.31205 4.05695 6.37697  Cl73 1.783, Cl74 1.764, Cl75 1.769, Cl76 1.766
73 Cl 2.78248 2.49801 5.69284  C72 1.783
74 Cl 4.01358 5.07837 5.12136  C72 1.764
75 Cl 1.92718 4.88279 7.10388  C72 1.769
76 Cl 4.53184 3.74413 7.61443  C72 1.766
77 C 0.80183 3.06578 -7.03972  Cl78 1.770, Cl79 1.768, Cl80 1.766, Cl81 1.772
78 Cl -0.11429 4.50562 -6.57159  C77 1.770
79 Cl 2.46295 3.20944 -6.45022  C77 1.768
80 Cl 0.05504 1.62401 -6.34410  C77 1.766
81 Cl 0.80424 2.92537 -8.80609  C77 1.772
82 C 8.62242 2.65490 8.25552  Cl83 1.767, Cl84 1.769, Cl85 1.768, Cl86 1.766
83 Cl 9.37771 4.21786 7.92521  C82 1.767
84 Cl 7.14781 2.90221 9.20043  C82 1.769
85 Cl 8.21369 1.86234 6.72920  C82 1.768
86 Cl 9.74205 1.63839 9.16842  C82 1.766
87 C 5.06344 0.21941 -8.24493  Cl88 1.769, Cl89 1.768, Cl90 1.768, Cl91 1.766
88 Cl 5.95609 1.56181 -7.51650  C87 1.769
89 Cl 6.00213 -0.45566 -9.58193  C87 1.768
90 Cl 4.78678 -1.03273 -7.02745  C87 1.768
91 Cl 3.51101 0.80645 -8.84839  C87 1.766
92 C -0.77158 11.86242 -4.86775  Cl93 1.767, Cl94 1.767, Cl95 1.769, Cl96 1.772
93 Cl 0.19969 13.14704 -4.13994  C92 1.767
94 Cl 0.11541 11.14361 -6.21630  C92 1.767
95 Cl -1.10712 10.61943 -3.65510  C92 1.769
96 Cl -2.29595 12.54282 -5.46236  C92 1.772
97 C -4.46400 -0.06426 -9.79322  Cl98 1.768, Cl99 1.768, Cl100 1.768, Cl101 1.769
98 Cl -5.91273 0.83943 -9.33608  C97 1.768
99 Cl -4.40432 -1.57851 -8.88207  C97 1.768
100 Cl -4.51012 -0.41814 -11.52462  C97 1.768
101 Cl -3.02759 0.90060 -9.42596  C97 1.769
102 C 1.41969 -11.62671 0.99153  Cl103 1.772, Cl104 1.769, Cl105 1.765, Cl106 1.766
103 Cl 1.39158 -10.36775 2.23845  C102 1.772
104 Cl -0.00389 -11.46312 -0.04557  C102 1.769
105 Cl 2.88321 -11.46553 0.01763  C102 1.765
106 Cl 1.40923 -13.20925 1.77518  C102 1.766
107 C 2.99140 8.69880 3.80777  Cl108 1.768, Cl109 1.766, Cl110 1.763, Cl111 1.771
108 Cl 2.86032 10.40907 4.23605  C107 1.768
109 Cl 2.12577 7.72258 4.99848  C107 1.766
110 Cl 2.29038 8.43560 2.21147  C107 1.763
111 Cl 4.69865 8.22874 3.78543  C107 1.771
112 C 7.74221 -5.00651 4.21079  Cl113 1.768, Cl114 1.767, Cl115 1.769, Cl116 1.768
113 Cl 7.53563 -5.51205 5.89182  C112 1.768
114 Cl 6.78891 -6.05874 3.15876  C112 1.767
115 Cl 7.18904 -3.33627 4.02543  C112 1.769
116 Cl 9.44963 -5.11546 3.76602  C112 1.768
117 C -2.36826 -7.87391 4.26093  Cl118 1.770, Cl119 1.770, Cl120 1.765, Cl121 1.767
118 Cl -4.03294 -7.96246 3.66590  C117 1.770
119 Cl -1.24966 -8.17221 2.92265  C117 1.770
120 Cl -2.06645 -6.26886 4.93148  C117 1.765
121 Cl -2.12399 -9.09361 5.51653  C117 1.767
122 C 5.63301 0.90114 0.01183  Cl123 1.766, Cl124 1.777, Cl125 1.766, Cl126 1.767
123 Cl 5.42525 2.62012 0.36076  C122 1.766
124 Cl 4.82565 -0.05101 1.27648  C122 1.777
125 Cl 4.91227 0.52347 -1.55566  C122 1.766
126 Cl 7.35518 0.50600 -0.01630  C122 1.767
127 C 4.30750 -13.76777 4.97944  Cl128 1.768, Cl129 1.768, Cl130 1.768, Cl131 1.767
128 Cl 4.08887 -14.17294 6.68617  C127 1.768
129 Cl 3.39283 -14.90540 3.98148  C127 1.768
130 Cl 3.72294 -12.12557 4.68210  C127 1.768
131 Cl 6.02249 -13.86802 4.56416  C127 1.767

Charge: 0
Highest occupied orbital energy in eV: -10.15

Atomic partial charges in e from the Löwdin method, atoms 1 to 4: 0.04 -0.01 -0.07 -0.15